[1]
Here is C51H67BBrClN12O5PS as an isolated structure at a distorted geometry from the OMol25 dataset. Energies are from the ωB97M-V functional and the def2-TZVPD basis.

Geometry as ORCA input:
```
! RIJCOSX wB97M-V def2-TZVPD def2/J DEFGRID3
* xyz 1 1
C 3.14 -5.27 0.96
C 1.99 -5.55 2.14
C 0.51 -4.91 1.68
O 0.66 -3.49 1.41
C -0.58 -2.71 1.52
B -0.53 -2.33 3.15
N -1.47 -3.00 4.19
O 0.46 -1.39 3.75
N -1.94 -3.37 1.43
Br -2.44 -4.26 -0.13
C -3.00 -2.25 1.44
N -4.21 -2.36 2.08
C -5.17 -1.20 2.07
C -4.55 0.23 2.59
O -3.75 0.30 3.65
Cl -5.00 1.84 1.72
P -4.78 -3.85 2.97
S -5.43 -5.25 1.76
N -2.31 -1.16 0.69
C -3.03 -0.49 -0.46
C -0.80 -1.40 0.51
C -0.21 0.06 0.96
C 1.42 0.15 1.10
C 1.96 1.45 0.22
C 3.21 2.13 1.09
C 4.37 2.80 0.14
N 4.90 1.72 -0.81
C -0.42 -1.51 -1.07
C 1.07 -2.09 -1.43
O 1.20 -3.43 -1.58
O 2.29 -1.30 -1.67
H 3.49 -4.16 1.09
H 2.61 -5.36 -0.10
H 4.05 -5.99 1.08
H 1.89 -6.71 2.36
H 2.36 -5.00 3.11
H -0.34 -5.23 2.41
H 0.27 -5.45 0.64
H -2.20 -2.30 4.47
H -0.93 -3.18 5.09
H 1.33 -1.65 3.30
H -6.08 -1.45 2.80
H -5.67 -1.08 1.00
H -3.81 -4.34 3.91
H -5.95 -3.45 3.76
H -3.19 -1.31 -1.31
H -4.09 -0.06 -0.22
H -2.39 0.44 -0.86
H -0.66 0.44 2.00
H -0.53 0.90 0.18
H 1.66 0.43 2.23
H 2.00 -0.84 0.88
H 1.14 2.31 0.17
H 2.27 1.19 -0.88
H 2.81 2.89 1.90
H 3.70 1.24 1.67
H 3.95 3.72 -0.46
H 5.26 3.14 0.86
H 4.59 0.77 -0.46
H 4.34 1.84 -1.70
H -1.18 -2.15 -1.73
H -0.47 -0.42 -1.55
H 3.07 -1.92 -1.85
N -7.33 5.58 -1.64
C -6.78 5.21 -2.81
C -5.88 4.17 -2.94
C -5.51 3.46 -1.80
C -6.07 3.82 -0.57
C -6.97 4.88 -0.54
H -7.09 5.79 -3.67
H -5.46 3.91 -3.91
H -4.81 2.64 -1.86
H -5.81 3.29 0.33
H -7.43 5.19 0.39
N 3.07 -4.86 -5.99
C 3.77 -3.97 -6.73
C 3.89 -2.63 -6.42
C 3.25 -2.16 -5.28
C 2.51 -3.04 -4.50
C 2.46 -4.37 -4.89
H 4.25 -4.39 -7.61
H 4.48 -1.97 -7.05
H 3.32 -1.11 -5.01
H 2.00 -2.71 -3.61
H 1.90 -5.10 -4.31
N -4.19 -11.73 0.96
C -5.35 -11.40 1.57
C -5.77 -10.09 1.76
C -4.94 -9.06 1.30
C -3.75 -9.38 0.68
C -3.42 -10.72 0.53
H -5.96 -12.23 1.91
H -6.71 -9.87 2.25
H -5.24 -8.02 1.44
H -3.08 -8.60 0.31
H -2.49 -11.02 0.04
N 0.99 2.29 5.32
C -0.21 1.87 4.88
C -1.20 2.71 4.41
C -0.95 4.08 4.38
C 0.28 4.55 4.82
C 1.21 3.63 5.28
H -0.37 0.79 4.93
H -2.15 2.31 4.07
H -1.70 4.77 4.01
H 0.52 5.61 4.81
H 2.19 3.94 5.63
N 8.54 2.46 0.85
C 9.88 2.40 1.05
C 10.72 1.50 0.41
C 10.16 0.60 -0.48
C 8.78 0.63 -0.71
C 8.03 1.57 -0.03
H 10.26 3.12 1.76
H 11.78 1.51 0.61
H 10.78 -0.12 -1.00
H 8.32 -0.06 -1.41
H 6.95 1.63 -0.18
N -8.10 5.86 -6.15
C -7.39 5.52 -7.24
C -7.46 6.20 -8.45
C -8.32 7.29 -8.54
C -9.07 7.66 -7.43
C -8.93 6.92 -6.27
H -6.73 4.67 -7.12
H -6.86 5.89 -9.29
H -8.40 7.84 -9.47
H -9.75 8.50 -7.47
H -9.49 7.18 -5.37
N 8.51 7.55 2.27
C 8.68 6.34 1.68
C 7.80 5.28 1.82
C 6.67 5.46 2.62
C 6.47 6.69 3.24
C 7.40 7.69 3.04
H 9.57 6.25 1.07
H 7.99 4.34 1.32
H 5.96 4.65 2.75
H 5.60 6.86 3.87
H 7.29 8.67 3.50
*
```

Computed properties:
- F_max (hartree/bohr) = 0.1775
- Kohn-Sham gap (eV) = 5.69


[2]
Here is a 7-piece molecular cluster, C55H118N6O7 overall at a distorted geometry from the OMol25 dataset. Energies are from the ωB97M-V functional and the def2-TZVPD basis.

Geometry as ORCA input:
```
! RIJCOSX wB97M-V def2-TZVPD def2/J DEFGRID3
* xyz 0 1
C 0.80 -3.42 4.18
C -0.35 -2.44 3.87
C -0.52 -2.24 2.35
C -1.58 -3.15 4.43
C -2.86 -2.30 4.58
C -2.51 -1.14 5.53
C -1.28 -0.34 5.01
C -1.78 0.49 3.84
C -0.95 0.56 6.18
N -0.15 -1.20 4.62
O 0.97 -0.43 4.24
H 0.66 -4.42 3.79
H 1.70 -2.97 3.75
H 1.03 -3.48 5.25
H 0.21 -1.52 1.96
H -0.33 -3.18 1.83
H -1.48 -1.86 2.00
H -1.82 -3.96 3.74
H -1.38 -3.51 5.44
H -3.21 -1.97 3.60
H -3.56 -2.95 5.11
H -2.43 -1.58 6.52
H -3.42 -0.52 5.54
H -2.71 1.04 4.04
H -1.96 -0.12 2.96
H -1.11 1.32 3.58
H -0.67 -0.05 7.04
H -1.76 1.25 6.46
H -0.12 1.27 6.06
H 0.71 -0.06 3.36
C -4.89 3.16 1.25
C -4.39 2.10 0.27
C -2.94 2.36 -0.03
C -4.47 0.68 0.87
C -5.93 0.23 0.99
C -6.54 0.12 -0.41
C -6.48 1.48 -1.14
C -6.73 1.17 -2.61
C -7.57 2.43 -0.57
N -5.15 2.06 -0.99
O -5.00 3.27 -1.71
H -4.98 4.11 0.73
H -5.87 2.89 1.63
H -4.17 3.32 2.06
H -2.71 3.36 -0.40
H -2.33 2.15 0.85
H -2.50 1.69 -0.77
H -4.02 -0.13 0.29
H -4.00 0.68 1.86
H -5.96 -0.72 1.53
H -6.58 0.87 1.60
H -7.59 -0.17 -0.34
H -5.95 -0.65 -0.90
H -7.73 0.76 -2.75
H -6.02 0.46 -3.03
H -6.70 2.05 -3.26
H -7.24 3.47 -0.56
H -7.79 2.28 0.49
H -8.50 2.44 -1.14
H -4.67 2.95 -2.57
C 5.52 3.45 2.43
C 4.38 2.44 2.58
C 4.46 1.43 1.43
C 4.50 1.67 3.90
C 4.06 2.39 5.16
C 2.67 2.95 4.94
C 2.57 3.84 3.72
C 1.09 4.23 3.55
C 3.33 5.16 4.04
N 3.04 3.08 2.55
O 2.69 3.70 1.33
H 5.30 4.34 1.82
H 5.95 3.75 3.39
H 6.39 3.05 1.89
H 3.67 0.68 1.41
H 4.42 1.95 0.47
H 5.44 0.95 1.48
H 3.93 0.73 3.82
H 5.52 1.28 3.94
H 4.14 1.83 6.09
H 4.86 3.12 5.35
H 2.25 3.41 5.83
H 2.03 2.07 4.76
H 0.46 3.34 3.46
H 0.97 4.84 2.65
H 0.78 4.84 4.40
H 3.11 5.53 5.04
H 3.09 5.97 3.34
H 4.41 5.03 4.04
H 3.08 4.59 1.39
C 1.60 1.55 -3.38
C 1.78 3.06 -3.55
C 0.57 3.78 -2.96
C 3.01 3.51 -2.75
C 4.34 3.08 -3.36
C 4.42 3.65 -4.75
C 3.22 3.35 -5.67
C 3.30 4.33 -6.83
C 3.28 1.92 -6.27
N 1.97 3.55 -4.92
O 0.81 3.38 -5.71
H 0.71 1.11 -3.84
H 2.42 0.98 -3.84
H 1.63 1.31 -2.31
H 0.70 4.86 -2.97
H -0.36 3.66 -3.53
H 0.43 3.46 -1.92
H 3.01 4.59 -2.59
H 2.91 3.16 -1.71
H 5.18 3.37 -2.72
H 4.40 1.99 -3.46
H 5.26 3.13 -5.23
H 4.68 4.71 -4.72
H 2.38 4.27 -7.43
H 4.05 4.13 -7.59
H 3.36 5.38 -6.53
H 3.96 1.91 -7.13
H 2.29 1.68 -6.66
H 3.69 1.24 -5.52
H 0.65 4.26 -6.07
C -6.01 -5.00 -2.58
C -4.88 -4.57 -1.67
C -5.48 -4.00 -0.36
C -4.07 -5.82 -1.29
C -2.78 -5.49 -0.51
C -1.95 -4.52 -1.37
C -2.69 -3.24 -1.79
C -2.70 -2.21 -0.66
C -1.87 -2.65 -2.96
N -3.98 -3.65 -2.37
O -4.68 -2.51 -2.85
H -6.59 -4.20 -3.04
H -5.65 -5.64 -3.39
H -6.75 -5.63 -2.09
H -5.92 -3.02 -0.54
H -6.28 -4.66 -0.01
H -4.78 -3.85 0.46
H -4.67 -6.41 -0.59
H -3.78 -6.44 -2.14
H -2.97 -4.98 0.44
H -2.23 -6.40 -0.26
H -1.56 -5.07 -2.24
H -1.01 -4.34 -0.85
H -1.71 -1.97 -0.28
H -3.24 -2.65 0.18
H -3.14 -1.26 -0.97
H -0.79 -2.67 -2.79
H -2.09 -1.60 -3.15
H -2.09 -3.24 -3.85
H -4.34 -2.44 -3.75
C 4.88 -3.93 -3.70
C 4.76 -3.23 -2.34
C 5.98 -3.62 -1.51
C 4.72 -1.73 -2.62
C 4.28 -0.81 -1.46
C 2.85 -1.31 -1.06
C 2.83 -2.79 -0.71
C 3.46 -3.01 0.68
C 1.35 -3.17 -0.59
N 3.48 -3.60 -1.73
O 3.43 -4.97 -1.39
H 5.85 -3.75 -4.17
H 4.72 -5.00 -3.63
H 4.17 -3.55 -4.45
H 6.08 -3.12 -0.54
H 6.10 -4.70 -1.42
H 6.88 -3.22 -2.00
H 5.73 -1.45 -2.92
H 4.15 -1.52 -3.53
H 4.90 -0.94 -0.58
H 4.36 0.21 -1.82
H 2.14 -0.98 -1.82
H 2.64 -0.72 -0.16
H 3.37 -4.07 0.89
H 2.98 -2.42 1.46
H 4.49 -2.67 0.70
H 0.86 -3.28 -1.57
H 0.75 -2.36 -0.16
H 1.20 -4.07 0.00
H 2.88 -5.35 -2.08
C 0.39 1.18 0.59
O 1.04 0.90 1.84
H 1.14 0.92 -0.17
H -0.39 0.44 0.44
H 0.06 2.20 0.43
H 1.64 1.64 2.02
*
```

Computed properties:
- ΔE to the lowest compared entry with this formula, charge and spin (kcal/mol) = 5.9
- F_max (hartree/bohr) = 0.0455
- SMILES string = CC1(C)CCCC(C)(C)N1O.CC1(C)CCCC(C)(C)N1O.CC1(C)CCCC(C)(C)N1O.CC1(C)CCCC(C)(C)N1O.CC1(C)CCCC(C)(C)N1O.CC1(C)CCCC(C)(C)N1O.CO
- Kohn-Sham gap (eV) = 8.36